(1)
A structure of composition C38H51BIrN8O6S5 in a non-equilibrium geometry. Source: the Open Molecules 2025 dataset; level of theory: the ωB97M-V functional and the def2-TZVPD basis.

Its expectation value of S² is 0.7568. The value obtained for the HOMO energy (alpha / beta) is -6.870 / -6.791 eV. Its strongest force on any atom is 0.0258 hartree/bohr. Its energy above the lowest of the compared OMol25 structures with the same formula, charge and spin is 101.27 kJ/mol. Its spin multiplicity is 2. For the LUMO energy (alpha / beta), the calculation gives -0.21 / -1.43 eV.

Last column: Mulliken spin population.
Positions of all 110 atoms, in Å:
Ir 0.401 -0.527 -0.456  0.41
C -2.543 1.986 -3.170  0.00
C -3.730 2.071 -2.215  0.00
C -5.012 2.058 -3.046  0.00
C -3.681 3.352 -1.380  0.00
N -3.768 0.915 -1.256  0.00
C -4.905 0.179 -0.984  0.00
C -4.667 -0.537 0.133  0.00
N -3.399 -0.236 0.571  -0.01
B -2.923 -0.680 1.983  0.02
N -2.053 0.413 2.652  0.00
C -2.639 1.472 3.306  0.00
C -1.661 2.208 3.869  0.01
N -0.458 1.603 3.557  0.00
C -0.715 0.506 2.798  0.01
S 0.453 -0.594 2.173  0.03
C 0.879 2.055 4.064  0.00
C 0.687 3.344 4.860  0.00
C 1.441 0.979 4.991  0.00
C 1.814 2.345 2.890  0.00
N -2.216 -2.054 2.070  0.00
C -2.151 -2.672 3.294  0.00
C -1.373 -3.761 3.163  0.00
N -0.967 -3.828 1.845  0.00
C -1.480 -2.759 1.193  0.01
S -1.251 -2.259 -0.452  0.03
C -0.121 -4.986 1.398  -0.01
C 0.147 -4.993 -0.098  0.02
C -0.873 -6.270 1.760  0.00
C 1.207 -4.880 2.149  0.00
C -2.846 0.627 -0.300  0.02
S -1.238 1.257 -0.212  0.05
H -2.612 2.824 -3.865  0.00
H -2.570 1.060 -3.744  0.00
H -1.589 2.038 -2.656  0.00
H -4.936 2.853 -3.786  0.00
H -5.902 2.249 -2.446  0.00
H -5.132 1.116 -3.584  0.00
H -3.701 4.218 -2.042  0.00
H -2.767 3.395 -0.790  0.00
H -4.540 3.408 -0.709  0.00
H -5.785 0.222 -1.594  0.00
H -5.299 -1.223 0.668  0.00
H -3.927 -0.770 2.646  0.00
H -3.706 1.609 3.316  0.00
H -1.728 3.101 4.458  0.00
H 0.061 3.199 5.742  0.00
H 0.270 4.142 4.244  0.00
H 1.668 3.671 5.202  0.00
H 0.769 0.807 5.835  0.00
H 2.405 1.311 5.379  0.00
H 1.592 0.043 4.458  0.00
H 1.314 2.972 2.154  0.00
H 2.145 1.437 2.394  0.00
H 2.689 2.883 3.260  0.00
H -2.648 -2.267 4.157  0.00
H -1.070 -4.486 3.893  0.00
H -0.784 -5.050 -0.663  0.00
H 0.727 -5.893 -0.311  0.00
H 0.714 -4.128 -0.429  -0.02
H -1.829 -6.315 1.236  0.00
H -1.060 -6.362 2.829  0.00
H -0.271 -7.125 1.453  0.00
H 1.690 -3.928 1.922  0.00
H 1.865 -5.687 1.825  0.00
H 1.074 -4.969 3.229  0.00
N 2.061 -3.001 -4.316  0.00
C 1.171 -3.236 -3.315  0.01
N 0.102 -4.051 -3.610  0.00
O 1.342 -2.786 -2.195  0.10
H 1.890 -3.258 -5.270  0.00
H 2.815 -2.370 -4.099  0.00
H -0.198 -4.141 -4.566  0.00
H -0.626 -4.013 -2.914  0.00
C -0.033 0.119 -5.278  0.03
C -0.846 -0.781 -4.606  -0.02
C -0.763 -0.905 -3.226  -0.01
C 0.147 -0.161 -2.466  0.10
C 0.943 0.753 -3.162  0.02
C 0.853 0.891 -4.541  -0.02
H -0.093 0.223 -6.354  0.00
H -1.561 -1.386 -5.154  0.00
H -1.445 -1.595 -2.744  0.00
H 1.656 1.367 -2.638  0.01
H 1.497 1.603 -5.042  0.00
C 3.732 -4.850 -1.144  0.00
O 3.102 -3.838 -0.366  0.00
C 3.378 -2.565 -0.648  0.00
S 4.541 -2.082 -1.690  0.02
S 2.492 -1.482 0.439  0.08
H 3.277 -5.784 -0.822  0.00
H 4.807 -4.858 -0.962  0.00
H 3.557 -4.675 -2.206  0.00
O 3.576 1.105 -0.931  0.01
C 2.610 1.732 -0.549  -0.01
O 1.412 1.282 -0.337  0.10
C 2.715 3.227 -0.330  0.00
C 1.596 4.037 -0.200  0.00
C 1.709 5.415 0.006  0.00
C 2.981 5.925 0.082  0.00
O 3.364 7.225 0.290  0.00
C 4.790 7.227 0.242  0.00
O 5.234 5.888 0.067  0.00
C 4.100 5.121 -0.052  0.00
C 4.005 3.772 -0.265  0.00
H 0.616 3.581 -0.259  0.00
H 0.841 6.052 0.103  0.00
H 5.180 7.619 1.184  0.00
H 5.122 7.835 -0.603  0.00
H 4.867 3.130 -0.384  0.00

Cartesian forces (eV/Å) of the 6 atoms listed first:
-0.627 0.678 0.952
-0.034 -0.039 -0.019
0.022 0.062 -0.049
0.005 -0.006 0.015
0.027 -0.005 -0.022
0.012 -0.008 0.089

(2)
A cluster of 5 separate species, C38H51Cl2N6O3 in total in a non-equilibrium geometry. Source: the Open Molecules 2025 dataset; level of theory: the ωB97M-V functional and the def2-TZVPD basis.

The value obtained for the HOMO energy is -11.127 eV. Its strongest force on any atom is 0.0735 hartree/bohr. For the LUMO energy, the calculation gives -2.09 eV. The total charge is +1.

Last column: Löwdin charge in e.
Positions of all 100 atoms, in Å:
C 2.846 -5.501 4.416  -0.10
C 1.371 -5.382 3.823  -0.25
C 1.369 -5.030 2.260  -0.20
C 1.996 -3.622 1.904  -0.11
C 1.068 -2.538 1.222  -0.19
C 0.913 -1.314 2.258  -0.21
N 0.581 -0.087 1.458  0.14
C 0.817 0.969 2.090  -0.27
O 0.669 1.928 2.730  0.19
C -0.194 -1.738 3.314  -0.23
C -0.275 -0.841 4.591  -0.59
Cl -1.611 0.355 4.793  0.64
C 0.679 -0.935 5.574  -0.64
C 1.922 -1.889 5.537  -0.09
Cl 0.576 0.129 7.039  0.60
C -1.571 -1.828 2.492  -0.12
C -1.386 -3.091 1.526  -0.10
N -0.211 -2.995 0.622  -0.02
C -0.608 -2.175 -0.591  -0.14
O -1.529 -2.904 -1.408  -0.12
C -2.523 -1.978 -1.946  -0.14
C -3.618 -1.536 -0.907  -0.19
O -4.587 -2.547 -0.623  -0.16
C -5.492 -2.094 0.403  -0.24
C -5.287 -2.953 1.726  -0.07
H 3.082 -4.698 5.169  0.06
H 2.904 -6.487 4.969  0.08
H 3.569 -5.468 3.545  0.08
H 0.899 -6.413 3.897  0.11
H 0.692 -4.702 4.415  0.08
H 0.342 -5.241 1.854  0.09
H 2.046 -5.819 1.801  0.12
H 2.877 -3.803 1.210  0.13
H 2.466 -3.183 2.840  0.11
H 1.678 -2.092 0.371  0.13
H 1.893 -1.108 2.777  0.14
H 0.029 -2.790 3.644  0.12
H 1.576 -2.876 5.125  0.04
H 2.713 -1.500 4.834  0.09
H 2.342 -2.098 6.567  0.09
H -1.816 -0.881 1.943  0.11
H -2.387 -2.032 3.249  0.13
H -2.373 -3.183 0.974  0.12
H -1.371 -3.986 2.222  0.15
H -0.061 -3.944 0.225  0.19
H -0.985 -1.161 -0.290  0.13
H 0.286 -1.983 -1.268  0.17
H -1.950 -1.066 -2.285  0.10
H -2.974 -2.468 -2.848  0.14
H -3.093 -1.286 0.078  0.11
H -4.059 -0.551 -1.259  0.15
H -6.553 -2.288 0.051  0.13
H -5.412 -0.990 0.616  0.12
H -4.344 -3.564 1.646  0.06
H -6.145 -3.668 1.868  0.08
H -5.215 -2.252 2.610  0.08
N 0.915 6.175 0.557  0.05
C 0.744 5.181 1.436  -0.16
C -0.006 5.296 2.596  -0.08
C -0.614 6.513 2.865  -0.08
C -0.450 7.559 1.971  -0.07
C 0.318 7.339 0.838  -0.15
H 1.242 4.250 1.184  0.09
H -0.113 4.456 3.270  0.09
H -1.208 6.644 3.761  0.11
H -0.909 8.523 2.148  0.10
H 0.472 8.126 0.107  0.10
N -1.424 -0.606 -4.509  0.04
C -1.162 -1.152 -5.704  -0.14
C -1.006 -0.419 -6.869  -0.06
C -1.131 0.960 -6.798  -0.06
C -1.404 1.549 -5.574  -0.06
C -1.539 0.728 -4.468  -0.15
H -1.077 -2.234 -5.710  0.10
H -0.792 -0.914 -7.808  0.11
H -1.017 1.569 -7.688  0.11
H -1.509 2.623 -5.481  0.09
H -1.749 1.145 -3.487  0.10
N -1.011 5.278 -7.264  0.05
C -1.729 6.357 -7.599  -0.15
C -1.805 7.503 -6.824  -0.07
C -1.101 7.536 -5.630  -0.08
C -0.351 6.430 -5.260  -0.07
C -0.338 5.335 -6.109  -0.17
H -2.265 6.282 -8.539  0.10
H -2.400 8.348 -7.146  0.10
H -1.136 8.414 -4.995  0.11
H 0.211 6.419 -4.335  0.10
H 0.237 4.447 -5.865  0.09
N 4.070 -1.212 -0.337  0.05
C 5.192 -1.382 -1.047  -0.14
C 6.301 -0.559 -0.941  -0.06
C 6.246 0.505 -0.054  -0.06
C 5.092 0.702 0.691  -0.06
C 4.042 -0.182 0.512  -0.16
H 5.185 -2.225 -1.730  0.11
H 7.184 -0.745 -1.538  0.11
H 7.092 1.173 0.057  0.11
H 5.012 1.522 1.393  0.11
H 3.118 -0.076 1.070  0.07

Cartesian forces (eV/Å) of the 6 atoms listed first:
-0.710 -0.081 -0.077
-0.224 -0.681 -0.550
0.748 -0.835 0.746
0.246 -0.717 -0.199
2.892 2.060 0.977
-0.229 -1.057 -0.327